Density functional theory data (the ωB97M-V functional and the def2-TZVPD basis) for a structure of composition C27H33AsBrN8O8S2Ti at a distorted geometry.

Structure (XYZ):
```
81
Properties=species:S:1:pos:R:3
H 4.055 -2.910 -6.398
O 4.037 1.022 2.971
H -1.434 3.848 0.130
H 2.306 4.612 1.815
N 0.455 2.060 -1.166
C 2.203 4.387 2.868
S 3.172 1.899 2.243
C -2.830 -2.401 -3.287
C 2.829 -1.778 -5.055
H -0.654 1.181 -2.682
H 1.351 5.903 6.945
C 1.211 0.194 2.443
C 5.116 -2.371 -4.621
H -0.519 -2.396 1.437
O 5.588 -0.252 -0.801
O 2.881 -0.994 -0.164
H 0.573 4.169 -1.126
H 1.404 6.308 3.369
H -2.478 2.251 -0.556
C 0.585 3.333 -0.415
N 1.088 6.005 5.979
C 3.874 -1.092 -2.994
H 1.953 -1.789 -5.688
C 2.605 3.145 3.346
C 4.008 -2.403 -5.443
H 0.096 -4.072 -3.583
O 1.530 1.141 -3.690
C -2.713 -2.122 -1.941
H -3.268 0.461 1.210
C -2.191 0.683 1.276
H -0.611 -2.726 3.943
H 5.908 -1.671 -2.738
H 6.035 -2.853 -4.926
C -1.976 1.415 -1.033
C 1.624 5.065 5.109
H -0.256 2.898 2.532
C -0.823 1.908 -1.898
C 5.051 -1.716 -3.397
Ti 1.412 0.237 -0.224
H -2.271 2.059 2.910
C -0.101 -1.885 3.500
C -0.486 3.642 0.633
C -0.040 -1.711 2.126
H -1.085 2.850 -2.395
C 2.758 -1.123 -3.836
As 4.038 -0.332 -1.247
H -3.485 -1.567 -1.418
C 1.711 5.337 3.740
O 3.686 2.593 1.071
H -1.540 -0.464 -0.300
H 3.558 1.820 -0.557
H 0.503 -0.978 5.352
H -1.854 -3.338 -4.960
H 2.859 1.901 5.062
H 1.124 6.961 5.666
C 2.533 2.868 4.706
H 1.570 3.318 0.052
H 1.136 2.127 -1.929
H -1.767 -0.027 1.985
O 0.235 -0.832 -4.365
C -1.812 -3.115 -3.902
H 1.989 3.605 6.641
N 1.179 0.127 3.764
H -0.185 4.596 1.081
N 1.852 1.150 1.694
C 2.045 3.820 5.580
N -1.669 -2.505 -1.197
C -0.730 -3.528 -3.151
N 0.596 -0.675 1.600
N -0.694 2.638 1.662
O 0.934 -0.577 -2.069
C -2.030 2.104 1.845
H -2.724 0.959 -1.694
C 0.525 -0.917 4.269
H -2.778 2.773 1.402
S 1.241 -0.265 -3.510
Br 0.763 -3.705 -0.752
O 3.162 1.240 -1.255
H -3.692 -2.057 -3.841
C -0.724 -3.191 -1.804
N -1.505 0.506 0.001
```

Calculated values
frontier orbital gap (alpha / beta)	8.38 / 8.54	eV
⟨S²⟩	0.752
spin multiplicity	2

Density functional theory data (the ωB97M-V functional and the def2-TZVPD basis) for a structure of composition C27H33AsBrN8O8S2Ti.

Structure (XYZ):
```
81
Properties=species:S:1:pos:R:3
H -2.000 -0.674 6.306
H -0.676 3.312 2.085
O -0.024 -1.257 2.191
H 2.872 -2.455 -4.055
H 1.683 1.236 3.822
C 1.394 -3.756 -1.644
H 0.567 1.600 -1.431
H 2.331 -3.970 -2.138
C 2.870 0.531 -0.174
H -3.655 3.330 1.570
C -4.123 -0.333 6.145
C -5.166 0.083 5.326
N 0.035 -2.130 -0.511
S -0.727 -1.594 3.497
C 1.505 -1.142 -5.035
C 0.680 -0.949 -6.136
N 0.781 1.770 -0.452
H 0.544 -5.722 -1.880
C 1.784 1.311 2.738
C 0.039 2.908 0.097
H -4.391 0.281 -2.973
C -0.769 -4.358 -0.878
H -6.184 0.081 5.691
H 0.360 3.861 -0.334
C 1.166 -3.189 -6.895
N -1.322 0.159 -1.622
H 2.555 -4.294 -5.686
H 1.059 3.542 1.916
C -0.615 0.074 -2.792
Br -2.536 -2.638 0.433
C 1.162 -2.489 -1.154
C -0.902 -3.061 -0.404
H 1.890 -1.709 -1.309
C 0.406 -4.718 -1.503
C 2.012 -3.363 -5.799
H 1.232 -5.125 -7.531
S 1.749 0.148 -3.852
O -1.258 0.043 3.910
H 3.921 0.616 0.117
O 1.566 1.408 -4.524
H -0.257 1.272 2.789
C -2.512 0.159 -4.061
H -4.328 -0.660 7.157
H 2.406 2.182 2.535
N 1.033 -4.191 -7.850
H 3.552 0.146 2.332
H 2.486 2.569 0.474
C 2.467 0.042 2.230
O 3.041 -0.116 -3.247
C -3.583 0.490 3.561
C 0.221 2.908 1.624
N 2.105 -0.250 0.823
C -2.652 0.228 -1.723
C -4.895 0.494 4.033
N 0.711 -0.031 -2.633
O 0.278 -1.858 4.506
H 2.142 -0.801 2.830
H 2.312 -1.234 0.684
H 0.200 -4.143 -8.414
As -3.339 1.122 1.778
H 2.824 0.028 -1.139
C 2.184 -2.342 -4.880
H -2.945 0.167 -5.058
C -2.820 -0.344 5.681
Ti -0.145 -0.001 0.557
H -5.695 0.804 3.372
H -1.586 -5.053 -0.750
O -1.933 0.468 1.124
H 2.653 2.366 -1.261
H -0.125 -1.811 -7.920
C 0.512 -1.965 -7.057
C -3.315 0.225 -2.930
N -1.196 0.094 -4.008
C -2.542 0.072 4.383
H 0.178 -0.002 -6.260
H -1.013 2.758 -0.149
O -4.686 1.011 0.871
O -2.931 2.833 1.976
N 0.459 1.528 2.112
H -3.212 0.300 -0.802
C 2.247 1.907 -0.356
```

Calculated values
frontier orbital gap (alpha / beta)	7.97 / 7.96	eV
⟨S²⟩	0.752
spin multiplicity	2

Density functional theory data (the ωB97M-V functional and the def2-TZVPD basis) for a structure of composition C27H33Br2Cl3F6GeInN4O4PS2.

Structure (XYZ):
```
84
Properties=species:S:1:pos:R:3
H 3.083 0.069 4.954
Cl 0.957 -5.832 0.183
O -2.368 -2.412 4.913
C 3.569 -0.008 -1.711
H -1.483 2.314 -3.741
C -3.431 1.347 -1.831
H -3.519 -0.618 -3.794
C -2.933 -0.256 3.547
H -0.718 5.618 -3.268
H 3.223 -0.659 -0.908
H -1.872 -1.214 -3.609
C -0.351 1.645 1.672
H 2.235 -3.645 1.915
H 4.205 -0.601 -2.370
C 2.901 -0.758 4.286
H 1.903 2.097 -4.477
S -2.347 -2.000 3.554
N 1.766 -1.702 2.423
H -2.359 -1.884 -1.309
C 1.317 -0.792 -3.390
C -0.346 2.780 2.460
P 2.159 0.590 -2.639
H 1.045 0.812 -0.588
C 2.447 -2.833 2.601
H 4.143 0.823 -1.305
H -4.015 -1.289 -1.431
C 1.978 -0.675 3.257
H -3.361 1.691 -0.797
H 2.045 -1.444 -3.873
H -2.168 0.431 -4.208
H 2.278 2.485 0.786
C -0.691 2.443 -3.020
H 3.310 2.520 -3.474
H 0.552 5.105 -4.362
H 0.592 -0.431 -4.119
F -2.969 0.208 2.288
H -3.214 2.187 -2.487
H 2.601 4.105 0.146
C 2.524 3.051 -0.116
H 3.515 2.725 -0.441
Br 4.856 -2.081 5.846
H 0.785 -1.362 -2.627
C 0.460 2.769 3.586
Cl 2.845 -3.364 -1.305
C 2.748 1.698 -3.917
C -0.351 4.768 -3.848
S -3.160 -3.646 1.427
C 1.489 2.845 -1.182
Br 0.511 4.259 4.723
C 1.018 1.444 -1.481
F -2.042 -5.256 3.130
H -4.463 1.042 -2.007
C 3.382 -3.005 3.605
C -2.993 -1.006 -1.176
C 1.173 0.563 3.024
H -0.962 3.632 2.214
N -3.403 -2.647 2.625
C -2.507 0.146 -2.052
F -4.176 -5.559 2.895
H 1.838 1.650 4.771
C 0.962 3.843 -1.895
H 1.279 4.864 -1.711
H 3.909 -3.941 3.713
F -2.813 -6.219 1.345
Ge 0.792 -3.795 -0.536
H -1.102 4.507 -4.591
C -3.051 -5.287 2.257
C 3.606 -1.940 4.457
C -2.507 -0.331 -3.507
C -0.045 3.619 -2.939
In -0.121 -1.638 0.897
C -0.399 1.379 -2.045
N 0.393 0.574 1.940
N -1.125 0.435 -1.610
H -2.981 -0.716 -0.122
H 3.397 1.137 -4.590
O -1.002 -1.882 2.961
H -0.978 1.577 0.789
C 1.227 1.653 3.882
F -2.065 0.491 4.237
O -1.839 -3.500 0.832
O -4.293 -3.668 0.572
Cl -0.360 -3.897 -2.388
F -4.130 -0.143 4.083
```

Calculated values
frontier orbital gap (alpha / beta)	5.79 / 7.95	eV
⟨S²⟩	0.758
spin multiplicity	2
charge	+1

Density functional theory data (the ωB97M-V functional and the def2-TZVPD basis) for a structure of composition C27H33BrLuN5S at a distorted geometry.

Structure (XYZ):
```
68
Properties=species:S:1:pos:R:3
H -3.027 1.706 -2.543
N 3.394 3.042 -1.366
C -6.016 -3.428 -0.291
H -1.507 2.027 -1.733
C -1.114 -4.597 -0.462
Lu -0.245 0.295 -0.167
C 4.733 3.227 0.553
C 2.603 2.874 -0.323
H 1.429 -0.131 -2.401
H 5.386 2.456 0.952
C 2.504 -0.188 -2.258
C 1.905 -0.283 3.720
C 1.484 -0.230 2.412
H 4.985 4.174 1.022
H 2.891 -0.062 -4.368
C -0.387 -0.301 4.397
H -3.037 3.165 0.875
N 2.100 -0.274 0.098
H 2.876 3.001 1.698
H -6.116 -4.512 -0.293
C -0.736 -0.222 3.055
H -0.500 -4.463 -1.354
C 3.315 -0.147 -3.376
H -1.161 -0.346 5.151
C -1.961 -2.224 -0.406
N 3.318 2.888 0.800
H 2.964 -0.325 3.943
H -1.511 -5.609 -0.481
H -0.901 -1.931 -0.464
S 0.894 2.765 -0.420
H 4.869 -0.560 0.143
H -5.027 0.893 -1.311
C -3.562 -3.966 -0.373
H -0.463 -4.511 0.411
Br 5.813 -0.162 -4.705
N -2.418 0.082 -0.370
H 6.309 -0.484 -1.825
C 5.239 -0.380 -1.940
C 3.035 -0.299 -0.979
H -6.512 -3.041 0.601
C -2.938 -1.215 -0.366
H -3.036 1.630 1.759
H 3.512 -0.277 1.599
C 4.414 -0.415 -0.829
C -2.598 2.130 -1.634
H -5.076 -0.948 -0.277
C 0.950 -0.317 4.736
H 3.036 3.120 -2.304
C -4.257 -1.648 -0.318
H -6.552 -3.036 -1.157
C -3.114 1.384 -0.395
H -1.771 -0.204 2.740
C -2.227 -3.581 -0.411
H 1.255 -0.367 5.773
C -2.667 2.137 0.867
H -5.077 0.981 0.466
H -1.569 2.205 0.936
H -3.814 -5.020 -0.385
C 2.462 -0.258 1.313
H 5.447 2.549 -1.420
C -4.570 -3.011 -0.327
H -4.960 2.451 -0.495
H -2.821 3.199 -1.601
C -4.638 1.410 -0.434
C 4.792 3.303 -0.991
C 4.690 -0.231 -3.209
H 5.101 4.282 -1.347
N 0.177 -0.172 2.086
```

Calculated values
frontier orbital gap	4.90	eV
charge	+2

Density functional theory data (the ωB97M-V functional and the def2-TZVPD basis) for a structure of composition C27H33ClN4O5Re at a distorted geometry.

Structure (XYZ):
```
71
Properties=species:S:1:pos:R:3
H 3.570 -1.355 1.241
N -0.398 -2.131 0.640
O 0.948 -1.326 -1.033
H -2.455 -1.033 3.576
N -1.500 0.840 -1.572
C -1.734 2.308 -1.671
C -2.909 2.594 -2.627
H 2.486 3.358 1.069
C -1.231 0.294 -2.937
H -0.157 -6.929 -0.387
H -2.461 -2.121 2.162
H 2.865 -0.147 4.528
C 0.798 -3.703 -0.739
H -3.716 3.139 -2.142
H 3.257 -5.322 -2.409
H -1.843 1.120 3.306
H 1.881 -1.626 1.660
O -0.156 2.057 0.618
H -4.277 1.460 -3.685
H 2.661 3.985 3.453
C 0.433 -6.076 -0.692
C -0.938 3.413 2.400
O 2.040 3.637 -1.891
H 1.904 -7.263 -1.706
C 3.134 1.723 -0.865
H 2.538 -3.035 -1.807
C -1.851 -1.471 2.787
H 3.125 -1.821 2.884
O 2.474 0.835 0.115
C 2.730 1.947 4.122
H -2.513 -0.891 -0.953
C 1.954 -3.890 -1.494
H -2.602 3.136 -3.519
H -2.201 1.106 -4.737
H -1.017 -0.770 -2.846
H -2.912 -0.415 -4.174
H -1.982 3.609 2.647
Cl 2.795 2.378 5.788
H -4.398 -0.429 -2.280
C 2.590 1.247 1.496
Re 0.446 0.463 -0.407
O 1.078 1.603 -1.939
C 0.036 -4.800 -0.338
H -0.382 3.440 3.339
C 2.043 2.478 -1.617
C -1.201 -0.405 1.964
C 2.710 0.225 2.423
C -3.933 0.477 -1.895
C -1.303 0.948 2.386
H -0.348 0.787 -3.329
H -2.858 0.550 0.000
C -2.447 0.516 -3.857
N -0.511 -0.751 0.891
C 1.593 -6.263 -1.436
C -2.700 0.180 -1.012
H -4.687 1.067 -1.378
H 3.862 2.342 -0.355
H -1.954 2.688 -0.680
H -0.557 4.188 1.741
H 3.634 1.058 -1.569
C 2.827 -1.221 2.027
C 0.400 -2.346 -0.351
N -3.476 1.281 -3.079
C 2.657 2.945 3.160
H -1.083 -2.109 3.229
C 2.764 0.609 3.760
H -0.822 2.781 -2.019
C 2.353 -5.172 -1.834
C 2.574 2.589 1.824
H -0.858 -4.644 0.251
C -0.788 2.062 1.774
```

Calculated values
frontier orbital gap (alpha / beta)	7.64 / 6.56	eV
⟨S²⟩	3.770
spin multiplicity	4
charge	+2

Density functional theory data (the ωB97M-V functional and the def2-TZVPD basis) for a structure of composition C27H33IrN2 at a distorted geometry.

Structure (XYZ):
```
63
Properties=species:S:1:pos:R:3
H 2.580 -2.515 -2.932
H 0.418 5.221 -3.153
H 0.866 -1.069 4.612
C 3.144 -1.202 0.462
C 2.242 -1.544 -2.566
C 0.605 3.115 -3.667
H 3.985 -1.906 0.369
H 0.868 0.872 -4.063
H 0.418 3.515 2.970
C 0.414 2.288 4.749
H -0.918 -1.824 -3.160
C 1.349 -1.631 -1.343
H -1.345 -3.463 -2.661
C 1.505 -3.471 1.891
H 2.336 -4.180 1.740
C 0.758 -0.045 4.314
C -2.154 2.130 -0.659
C 0.790 1.059 -1.990
H 0.250 3.127 5.411
C 0.212 4.161 -2.806
H 0.216 -3.181 -3.565
C -1.562 0.769 0.030
C 0.590 0.998 5.233
H -3.024 2.708 -2.648
H 3.393 -0.296 -0.112
H -3.856 1.400 -1.784
C -0.488 -2.782 -2.788
H -1.257 4.940 -1.196
Ir -0.397 -0.473 -1.143
H 1.750 0.536 -1.997
C -0.819 4.017 -1.741
H -1.804 -4.155 -0.613
H -3.830 2.186 0.694
H -3.065 -0.611 -1.064
N 0.527 1.490 2.512
C 0.626 0.731 6.652
H 3.110 -0.930 -2.320
H -1.123 1.078 1.017
H -2.358 1.004 -2.534
H 0.663 -4.039 2.307
H -1.237 -4.324 1.050
H -2.184 -1.182 0.562
C -2.869 1.811 -1.992
N 0.676 0.511 7.804
H 1.837 -2.737 2.642
H 3.088 -0.895 1.517
C 0.055 -3.227 -0.223
C 1.122 -2.831 0.603
C -3.021 2.891 0.357
H 1.136 3.291 -4.676
C -0.920 -4.298 0.008
C -1.230 2.919 -1.293
C 0.072 -2.433 -1.448
H -2.412 3.221 1.201
H 1.007 -0.506 2.216
C 0.658 1.677 -3.260
H -0.491 -5.272 -0.243
C 0.772 0.266 2.948
C 1.884 -1.824 -0.010
C 0.445 2.500 3.367
H 1.690 -1.031 -3.362
C -2.275 -0.480 -0.269
H -3.420 3.929 0.041
```

Calculated values
frontier orbital gap (alpha / beta)	5.63 / 6.15	eV
⟨S²⟩	8.844
spin multiplicity	6
charge	+1

Energy relative to the best compared isomer or geometry (same formula, charge and spin) / eV: 1.1276, 0.7126, 0.8334, 0.0000, 0.6586, 5.2067
Energy / eV: -232506.35729, -232506.77236, -329289.50260, -150472.25783, -59371.20604, -34334.60913